Density functional theory data (ωB97M-V with the def2-TZVPD basis set) for C38H45N5ORuS3SbSe4Si as an isolated structure in a non-equilibrium geometry.

Geometry as XYZ:
```
99
Properties=species:S:1:pos:R:3:forces:R:3:mulliken_charge:R:1
Ru -3.276893 0.744475 0.445141 1.2 0.4 -0.1 0.086
C -1.134297 -1.513584 -1.473765 0.5 -1.0 -0.1 0.488
N 0.299718 -1.476610 -1.791049 -0.5 -0.1 -0.4 -0.188
C 1.031389 -2.649444 -1.452897 -0.2 -2.2 0.8 0.018
C 1.084418 -3.720911 -2.544491 0.2 -1.1 0.6 0.287
N 0.220373 -4.021520 -3.465940 -0.5 0.1 -0.6 -0.594
C 0.694653 -5.153635 -4.132004 2.1 0.4 0.4 0.104
C 0.264650 -5.826602 -5.249307 -1.3 -0.7 -0.8 -0.532
C 0.967974 -6.974051 -5.694911 -0.2 1.0 -0.1 -0.387
C 2.176645 -7.349099 -5.108082 0.0 -0.4 1.0 -0.410
C 2.704670 -6.624068 -4.000403 -0.3 -1.0 -0.8 -0.677
C 1.980191 -5.544131 -3.570049 -2.2 1.2 0.4 0.568
N 2.137351 -4.632000 -2.542560 1.0 -0.1 0.5 0.051
C -1.777541 -0.348127 -2.097860 -2.3 -0.3 -0.2 -0.535
N -2.453933 0.630152 -1.508559 0.9 -0.3 0.5 0.051
C -2.858593 1.521783 -2.471202 0.9 0.0 -2.5 0.327
C -3.377649 2.831240 -2.508935 -0.5 -0.2 1.1 -0.502
C -3.283885 3.577562 -3.693733 -0.5 -0.1 1.6 -0.404
C -2.873288 3.003460 -4.881481 0.3 1.8 0.4 -0.569
C -2.549963 1.688807 -4.873742 1.1 -1.9 -3.3 -0.673
C -2.439693 0.968043 -3.730540 -1.2 0.2 1.9 0.126
N -1.930093 -0.278395 -3.425529 1.2 -0.7 -2.1 0.068
H -1.427090 -1.510406 -0.439191 0.4 0.1 0.8 -0.476
H -1.533860 -2.495636 -1.817689 0.0 0.8 -0.3 0.393
H 0.786610 -0.750192 -1.315714 0.0 1.0 0.5 0.277
H 0.635756 -3.131305 -0.470655 0.7 0.4 -1.4 0.195
H 2.072522 -2.409147 -1.252889 0.0 0.4 0.3 -0.102
H -0.691485 -5.533439 -5.749319 0.9 -0.3 0.5 0.314
H 0.550697 -7.524898 -6.545596 0.3 0.1 0.4 0.341
H 2.610800 -8.325669 -5.389306 0.0 0.8 0.1 0.302
H 3.568320 -6.977477 -3.446630 0.1 0.1 -0.2 0.366
H 2.848066 -4.736721 -1.814261 -0.5 0.4 -0.3 0.069
H -3.829367 3.260400 -1.579377 0.6 -0.4 -1.0 0.392
H -3.515754 4.636272 -3.610567 -0.1 -0.1 -0.2 0.372
H -2.605420 3.697979 -5.687030 -0.6 -0.7 -0.1 0.279
H -2.298867 1.192110 -5.841478 0.1 0.5 0.8 0.303
H -1.604509 -1.031316 -4.086800 -0.2 1.5 1.2 0.365
Se -4.067235 -0.909309 3.870117 0.6 0.1 0.0 -0.510
Sb -5.255910 -1.584325 1.667431 -0.6 -1.0 -1.7 0.060
Se -5.566922 0.518326 0.073373 -2.3 -0.6 0.1 -0.739
Se -2.757962 -1.153094 1.790915 0.8 -0.6 1.5 -0.087
Se -4.466899 -3.751476 0.375152 -0.7 0.4 0.3 -0.710
O 2.772191 -0.722805 0.703424 -0.6 -0.3 -1.3 -0.629
C 3.623619 -1.146097 1.632757 -1.0 0.0 -0.9 2.330
C 3.016411 -0.723158 2.996279 1.1 0.4 -1.3 0.092
C 2.126212 0.300742 3.056131 0.5 0.0 -0.1 -1.064
C 1.706204 0.550991 4.379986 -0.3 1.2 -0.7 -0.477
C 2.328583 -0.209983 5.282632 0.6 -1.5 1.5 -0.745
S 3.486079 -1.262988 4.520454 -0.7 0.0 1.2 -0.008
C 3.739866 -2.749190 1.614830 1.4 1.2 -0.6 -0.211
C 4.372403 -3.508787 0.647696 -0.1 2.5 -1.0 -0.433
C 4.293760 -4.879693 0.824649 -0.2 0.6 -0.4 -0.719
C 3.542540 -5.166915 1.892153 -0.3 -2.1 1.9 -0.618
S 3.134642 -3.764135 2.830255 -0.6 -1.3 -0.7 -0.100
C 4.972031 -0.461541 1.346376 -0.6 -2.0 1.6 -0.490
C 5.988403 -0.526630 2.234480 1.4 1.3 0.4 -0.177
C 7.164859 0.177607 1.801160 -2.3 -0.5 -0.9 -0.666
C 6.922032 0.676034 0.537056 2.4 0.2 -0.3 -0.478
S 5.385956 0.312666 -0.121083 -0.2 -0.2 0.9 -0.053
H 1.951991 0.900372 2.170975 -0.5 -0.3 0.1 0.227
H 1.037269 1.361629 4.598585 -0.5 -0.1 0.3 0.394
H 2.068573 -0.408400 6.325246 0.3 0.5 -0.3 0.388
H 4.773890 -3.054402 -0.272455 0.0 0.0 0.7 0.480
H 4.776343 -5.532357 0.148630 0.2 -1.0 -0.5 0.604
H 3.354974 -6.214051 2.193884 -0.1 0.9 0.3 0.358
H 5.968485 -0.883789 3.264910 -0.5 -0.3 -0.5 0.287
H 7.952497 0.256152 2.513572 1.0 0.4 -0.3 0.389
H 7.700380 1.105564 -0.121389 -0.7 0.0 0.5 0.343
C -1.381948 1.893791 2.955846 1.1 -0.7 0.7 -0.433
Si -2.328252 2.609613 1.508311 -0.1 1.8 1.6 1.442
C -3.723549 3.690926 2.490043 2.9 0.4 -2.2 2.212
C -3.078892 4.928087 3.273109 -0.7 -0.9 -0.4 -2.051
C -4.487128 2.740359 3.361813 0.8 -0.6 0.3 -1.433
C -4.543084 4.241928 1.275193 1.4 1.1 1.5 -1.710
C -1.029345 3.795700 0.723065 0.7 0.0 -0.6 2.761
C -1.552350 4.683434 -0.426778 -0.7 -0.3 0.1 -1.940
C -0.004104 2.896031 -0.031303 0.1 -0.3 -0.1 -1.773
C -0.284348 4.658807 1.789054 -0.3 0.3 -1.3 -1.958
H -1.102935 2.742420 3.649603 -0.2 -1.1 -0.4 0.324
H -0.449251 1.345336 2.602026 -1.0 0.7 0.5 -0.475
H -2.014313 1.114216 3.458635 0.6 0.9 -0.1 -0.064
H -2.135104 4.794765 3.788538 0.2 -0.9 0.1 0.381
H -3.749047 5.184277 4.086542 -0.5 0.7 0.1 0.489
H -2.824275 5.775782 2.616939 -0.8 -0.1 0.1 0.389
H -3.955211 2.435990 4.268616 0.4 0.2 -0.1 0.327
H -4.660541 1.747394 2.870028 -0.7 1.2 0.2 -0.198
H -5.301631 3.330425 3.736555 -1.4 -0.3 0.1 0.699
H -4.029435 5.170299 0.978050 -0.2 -0.3 -0.2 0.387
H -5.486202 4.536402 1.651308 -1.6 0.4 0.1 0.547
H -4.642051 3.613756 0.413780 -0.2 -0.7 -0.2 0.004
H -2.231973 4.136242 -1.105385 0.5 0.3 0.6 0.337
H -0.686742 4.906176 -1.036164 0.2 0.7 -0.3 0.552
H -2.085800 5.595747 -0.128874 0.2 -0.1 0.1 0.293
H -0.530545 2.220437 -0.749297 0.4 0.3 0.6 0.088
H 0.645410 2.319402 0.623888 -0.3 -0.5 0.3 0.189
H 0.743945 3.456391 -0.626193 -0.5 0.3 0.1 0.513
H 0.300911 4.038551 2.473819 -0.1 0.2 0.0 0.192
H -1.001976 5.298046 2.326431 0.7 -0.4 -0.2 0.281
H 0.391876 5.338457 1.222976 0.0 -0.3 0.4 0.499
```
Forces are in eV/Å.

Calculated values
Orbital gap (spin up / spin down)   5.02 / 5.15 eV
HOMO energy (spin up / spin down)   -1.184 / -2.335 eV
Charge   -2
2S+1   6

Density functional theory data (ωB97M-V with the def2-TZVPD basis set) for C54H41BiOP2S as an isolated structure.

Geometry as XYZ:
```
100
Properties=species:S:1:pos:R:3:forces:R:3:mulliken_charge:R:1
Bi -0.053328 -1.472040 -1.081946 0.0 0.0 -0.1 1.214
O 0.277029 1.341404 0.448402 0.1 -0.2 0.0 -0.454
S -0.238902 1.614981 -0.947865 0.3 0.6 0.4 1.014
C -1.376345 2.943645 -0.725544 0.0 -0.4 -0.4 0.439
C -1.107467 4.265483 -0.981243 0.1 0.0 0.1 -0.489
C -2.088392 5.260289 -0.837249 -0.2 0.0 0.1 -1.425
C -3.338373 4.875756 -0.432157 0.1 0.0 0.0 0.075
C -4.579613 5.685134 -0.178147 0.0 0.1 0.1 -0.703
C -5.623279 4.665446 0.341374 -0.1 0.1 0.0 -0.863
C -4.907825 3.345262 0.337623 0.1 -0.2 0.0 -0.099
C -5.298927 2.094463 0.733925 -0.1 0.1 0.0 -1.435
C -4.375105 1.046984 0.637047 0.2 -0.1 -0.1 -0.091
C -3.081920 1.183267 0.145733 0.2 -0.1 0.0 -0.124
P -2.252917 -0.478816 0.191240 -0.5 -0.3 0.1 1.153
C -3.313685 -1.526476 -0.857840 0.1 0.1 0.0 0.763
C -3.208641 -2.916596 -0.753673 0.0 0.0 0.0 -0.119
C -3.936265 -3.733756 -1.603668 0.0 0.0 0.0 -1.067
C -4.749251 -3.172241 -2.578486 0.0 0.0 -0.1 -0.713
C -4.828330 -1.793911 -2.712479 0.0 0.0 0.0 -0.819
C -4.111481 -0.970059 -1.857816 0.0 0.0 0.1 -1.088
C -2.494609 -0.969375 1.921686 0.1 0.0 -0.1 1.350
C -3.420360 -1.928630 2.327710 0.1 0.0 -0.1 -0.341
C -3.643392 -2.128881 3.681152 0.0 0.0 0.1 -0.849
C -2.961690 -1.371598 4.623902 0.0 0.0 0.0 -0.711
C -2.048648 -0.408562 4.217158 0.1 0.0 0.0 -0.697
C -1.806061 -0.210042 2.868104 0.1 0.0 0.0 -0.816
C -2.642709 2.485423 -0.256792 -0.1 0.2 0.0 -1.092
C -3.593366 3.519873 -0.130208 0.1 -0.1 0.0 1.652
C 1.138603 2.254065 -1.861044 -0.2 -0.1 -0.1 0.052
C 0.886195 3.019307 -2.979702 0.0 0.0 0.1 -0.513
C 1.910921 3.643499 -3.706871 0.2 0.1 -0.1 -1.395
C 3.195099 3.511168 -3.250134 -0.1 0.0 0.1 0.457
C 4.487051 4.115059 -3.726651 0.0 0.0 -0.1 -0.803
C 5.566356 3.567332 -2.759734 0.1 0.0 0.0 -0.733
C 4.826999 2.632212 -1.843576 -0.1 -0.1 0.1 0.099
C 5.255514 1.807422 -0.840065 0.2 0.1 -0.1 -1.291
C 4.321574 0.948558 -0.241881 -0.2 0.0 0.0 0.364
C 2.965188 0.963094 -0.525960 -0.2 0.1 0.0 0.216
P 2.064064 -0.458434 0.181555 0.7 -0.2 0.1 1.035
C 2.122634 -0.429912 1.984921 -0.2 0.1 -0.2 0.845
C 1.705931 -1.557490 2.688251 -0.1 0.0 0.0 -0.303
C 1.876942 -1.611727 4.062017 -0.1 0.0 0.0 -0.841
C 2.441654 -0.536561 4.733118 0.0 0.1 0.0 -0.834
C 2.823071 0.599933 4.034179 0.0 0.0 0.0 -0.735
C 2.667528 0.658789 2.657590 -0.1 0.0 0.0 -0.807
C 3.216545 -1.807454 -0.290780 -0.1 0.1 -0.1 0.966
C 3.756596 -2.735764 0.592810 0.0 0.1 0.0 -0.616
C 4.631098 -3.708384 0.125386 0.0 0.0 0.0 -0.724
C 4.974610 -3.757027 -1.216293 0.0 0.0 0.0 -0.622
C 4.416090 -2.851505 -2.109284 0.0 0.0 -0.1 -0.613
C 3.538046 -1.885930 -1.649887 -0.1 0.0 0.1 -0.828
C 2.467087 1.929866 -1.458703 0.1 0.0 0.0 -1.771
C 3.452661 2.666679 -2.150192 -0.2 -0.1 0.1 1.055
H -0.113488 4.556681 -1.292832 0.0 0.0 0.0 0.752
H -1.849159 6.294928 -1.041770 0.0 0.0 0.0 0.484
H -4.913884 6.188879 -1.085565 0.0 0.0 0.0 0.350
H -4.378640 6.462008 0.560826 0.0 0.0 0.0 0.337
H -6.514648 4.637275 -0.286476 0.0 0.0 0.0 0.333
H -5.960048 4.911521 1.349578 0.0 0.0 0.0 0.311
H -6.287415 1.892807 1.124877 0.0 0.0 0.0 0.518
H -4.696121 0.067345 0.969829 -0.1 0.0 0.0 0.557
H -2.573711 -3.366416 0.001312 0.0 0.0 0.0 0.606
H -3.867418 -4.808848 -1.505398 0.0 0.0 0.0 0.497
H -5.319762 -3.811177 -3.239442 0.0 0.0 0.0 0.430
H -5.450498 -1.356212 -3.481379 0.0 0.0 0.0 0.465
H -4.180229 0.103868 -1.961693 0.0 0.0 0.0 0.445
H -3.975552 -2.508066 1.601145 0.0 0.0 0.1 0.542
H -4.367899 -2.867248 3.997922 0.0 0.0 0.0 0.493
H -3.150098 -1.528635 5.677694 0.0 0.0 0.0 0.448
H -1.526964 0.194490 4.947839 0.0 0.0 0.0 0.510
H -1.104737 0.548637 2.538672 0.1 0.0 0.0 0.375
H -0.142131 3.182039 -3.281483 0.0 0.0 0.0 0.793
H 1.672010 4.233261 -4.581827 0.0 0.0 0.0 0.482
H 4.437650 5.204262 -3.707415 0.0 0.0 0.0 0.340
H 4.688680 3.829939 -4.760341 0.0 0.0 0.0 0.338
H 6.036208 4.370609 -2.189960 0.0 0.0 0.0 0.318
H 6.366581 3.050903 -3.290241 0.0 0.0 0.0 0.324
H 6.295166 1.765535 -0.542871 0.0 -0.1 0.0 0.498
H 4.695274 0.215316 0.463516 0.0 0.0 0.0 0.638
H 1.269461 -2.396697 2.159784 0.0 0.0 0.1 0.485
H 1.570002 -2.493566 4.609309 0.0 0.0 0.0 0.511
H 2.581378 -0.579596 5.805442 0.0 0.0 0.0 0.446
H 3.256259 1.442234 4.557293 0.0 0.0 0.0 0.480
H 2.964450 1.544854 2.113287 0.0 0.0 0.0 0.505
H 3.516532 -2.695456 1.645441 0.1 0.0 0.0 0.513
H 5.048903 -4.426236 0.819090 0.0 0.0 0.0 0.498
H 5.688601 -4.491121 -1.565689 -0.1 0.0 0.0 0.443
H 4.672979 -2.894162 -3.159853 0.0 0.0 0.0 0.471
H 3.117880 -1.162304 -2.343770 0.1 0.0 0.0 0.343
C 0.815750 -6.158564 0.379573 0.0 -0.1 -0.1 -0.739
C 1.337723 -5.604313 -0.780988 0.0 0.0 0.1 -0.660
C 1.078663 -4.274850 -1.081117 0.0 0.2 -0.1 -1.001
C 0.302229 -3.500392 -0.222727 -0.2 0.1 0.1 1.190
C -0.224119 -4.061047 0.934239 -0.1 0.1 0.2 -0.409
C 0.042348 -5.389098 1.237955 0.0 0.0 0.0 -0.782
H 0.999066 -7.199200 0.612499 0.0 0.0 0.0 0.432
H 1.935184 -6.199455 -1.458336 0.0 0.0 0.0 0.484
H 1.496078 -3.842618 -1.986766 0.0 -0.1 0.0 0.443
H -0.837545 -3.472297 1.610404 0.0 0.0 0.0 0.329
H -0.355195 -5.833035 2.141398 0.0 0.0 0.0 0.509
```
Forces are in eV/Å.

Calculated values
Orbital gap   7.07 eV
HOMO energy   -12.779 eV
Charge   +2